C33H36IrN7O3S5Te | ωB97M-V/def2-TZVPD

Relative energy (zero: lowest compared OMol25 entry of this formula, charge and spin) ... 171.70 kJ/mol
Lowest unoccupied orbital energy (alpha / beta) ... -0.3631 / -3.4686 eV
HOMO level (alpha / beta) ... -7.62 / -7.62 eV
<S²> ... 6.04
Orbital gap (alpha / beta) ... 7.25 / 4.15 eV

ORCA input file:
```
! RIJCOSX wB97M-V def2-TZVPD def2/J DEFGRID3
* xyz 0 5
Ir -1.846 -0.286 3.622
N -4.518 -4.494 2.227
N -4.671 -5.738 1.560
C -4.655 -6.893 2.172
N -4.979 -7.985 1.446
S -4.144 -7.042 3.786
H -3.919 -4.786 3.047
H -5.389 -4.263 2.674
H -5.182 -5.732 0.639
H -5.076 -7.893 0.438
H -4.795 -8.881 1.889
S 0.797 1.476 4.319
C 0.750 -0.116 4.855
N -0.241 -1.004 4.851
C 0.156 -2.301 5.109
C -0.635 -3.469 5.217
C -0.027 -4.636 5.716
C 1.385 -4.654 5.969
C 2.170 -3.520 5.802
C 1.560 -2.342 5.505
S 2.284 -0.778 5.539
H -1.678 -3.564 4.772
H -0.592 -5.525 5.796
H 1.896 -5.573 6.225
H 3.232 -3.508 5.947
O -4.554 1.797 5.871
S -3.089 1.887 5.795
N -2.271 0.927 5.072
C 2.635 -0.559 -8.005
C 2.355 -0.194 -6.612
C 2.390 -1.092 -5.532
C 2.125 -0.678 -4.204
C 2.099 -1.787 -3.152
C 2.028 0.650 -3.955
Te 1.331 1.375 -1.999
N -2.952 0.464 2.382
C -3.565 1.612 2.148
O -3.382 2.696 2.752
C -4.436 1.498 0.969
C -4.867 2.726 0.481
C -5.356 2.772 -0.781
C -5.626 1.570 -1.464
C -5.436 0.360 -0.842
C -4.805 0.305 0.347
C 2.718 2.907 -1.292
C 2.145 4.163 -1.017
C 0.605 4.413 -1.018
C 3.003 5.193 -0.545
C 4.375 4.960 -0.458
C 5.222 5.973 0.214
C 4.917 3.698 -0.697
C 4.087 2.651 -1.183
C 4.683 1.300 -1.443
C 2.233 1.570 -5.012
C 2.133 3.027 -4.736
C 2.262 1.150 -6.341
H 3.336 -1.450 -8.046
H 3.114 0.307 -8.483
H 1.807 -0.895 -8.648
H 2.606 -2.133 -5.725
H 1.084 -1.994 -2.838
H 2.715 -1.434 -2.274
H 2.522 -2.710 -3.473
H -4.904 3.595 1.133
H -5.593 3.720 -1.303
H -6.056 1.671 -2.490
H -5.777 -0.530 -1.328
H -4.645 -0.666 0.869
H 0.115 3.457 -1.223
H 0.370 5.103 -1.829
H 0.189 4.814 -0.095
H 2.625 6.173 -0.310
H 5.409 5.779 1.289
H 4.764 6.929 0.110
H 6.233 6.101 -0.256
H 6.036 3.618 -0.676
H 5.824 1.436 -1.359
H 4.310 0.859 -2.348
H 4.288 0.643 -0.666
H 1.198 3.266 -4.223
H 2.136 3.620 -5.622
H 2.949 3.418 -4.079
H 2.351 1.986 -7.086
O -1.579 -4.112 2.140
S -1.045 -2.831 1.589
N -1.273 -1.571 2.383
*
```

Mulliken population analysis, charges in e, atoms 1 to 5: 0.750 -0.418 -0.122 0.540 -0.431

C33H36N4O5TeV | ωB97M-V/def2-TZVPD

Relative energy (zero: lowest compared OMol25 entry of this formula, charge and spin) ... 0.00 kJ/mol
Lowest unoccupied orbital energy (alpha / beta) ... 2.2330 / 2.2326 eV
HOMO level (alpha / beta) ... -5.05 / -5.26 eV
<S²> ... 2.04
Orbital gap (alpha / beta) ... 7.28 / 7.49 eV

ORCA input file:
```
! RIJCOSX wB97M-V def2-TZVPD def2/J DEFGRID3
* xyz -1 3
V -2.625 1.714 -1.111
C -0.983 7.932 0.276
O 0.232 7.452 -0.279
C 0.284 6.137 -0.611
C 1.468 5.720 -1.241
C 1.584 4.411 -1.637
C 0.556 3.477 -1.432
C 0.628 2.129 -2.007
C 1.975 1.596 -2.444
O -0.358 1.419 -2.174
C -0.601 3.901 -0.740
O -1.547 3.062 -0.406
C -0.735 5.244 -0.352
H -0.859 9.006 0.382
H -1.170 7.487 1.256
H -1.830 7.720 -0.379
H 2.254 6.441 -1.416
H 2.490 4.103 -2.142
H 2.379 2.188 -3.267
H 1.846 0.568 -2.775
H 2.690 1.637 -1.622
H -1.650 5.522 0.150
N -5.975 0.904 -1.904
C -5.449 2.130 -1.672
O -4.231 2.328 -2.022
C -6.222 3.160 -1.117
C -7.565 2.909 -0.753
N -8.648 2.620 -0.475
C -5.636 4.433 -0.909
N -5.156 5.470 -0.742
H -5.294 0.163 -1.979
H -6.860 0.676 -1.480
C -4.434 -0.684 1.300
C -3.477 -0.949 0.147
O -3.150 -2.107 -0.128
N -3.044 0.137 -0.508
Te -0.058 -2.623 -0.477
C 1.845 -3.450 -0.990
C 1.956 -4.764 -1.457
C 0.792 -5.709 -1.626
C 3.217 -5.273 -1.780
C 4.369 -4.520 -1.651
C 5.720 -5.082 -2.003
C 4.241 -3.211 -1.198
C 3.008 -2.663 -0.877
C 2.962 -1.233 -0.409
C 0.508 -2.116 1.508
C 0.900 -3.112 2.414
C 0.936 -4.575 2.063
C 1.271 -2.744 3.706
C 1.249 -1.426 4.129
C 1.662 -1.047 5.526
C 0.839 -0.458 3.224
C 0.469 -0.774 1.921
C 0.035 0.347 1.018
H -4.518 -1.571 1.925
H -5.419 -0.441 0.894
H -4.110 0.173 1.889
H -0.166 -5.243 -1.413
H 0.903 -6.565 -0.955
H 0.765 -6.097 -2.646
H 3.288 -6.296 -2.139
H 5.651 -6.138 -2.264
H 6.416 -4.985 -1.168
H 6.156 -4.555 -2.854
H 5.129 -2.595 -1.099
H 3.913 -0.737 -0.606
H 2.758 -1.171 0.662
H 2.164 -0.685 -0.912
H 0.056 -4.860 1.483
H 0.971 -5.178 2.971
H 1.811 -4.817 1.457
H 1.572 -3.521 4.402
H 1.775 -1.930 6.156
H 0.925 -0.390 5.991
H 2.616 -0.515 5.522
H 0.805 0.582 3.534
H 0.393 1.306 1.393
H -1.053 0.400 0.952
H 0.389 0.206 -0.004
*
```

Mulliken population analysis, charges in e, atoms 1 to 5: 1.662 -0.811 -0.449 0.934 -1.099

C33H37As2GeRhS2 | ωB97M-V/def2-TZVPD

Relative energy (zero: lowest compared OMol25 entry of this formula, charge and spin) ... 96.28 kJ/mol
Lowest unoccupied orbital energy (alpha / beta) ... 4.5141 / 4.5141 eV
HOMO level (alpha / beta) ... 0.71 / 0.71 eV
Orbital gap (alpha / beta) ... 3.81 / 3.81 eV

ORCA input file:
```
! RIJCOSX wB97M-V def2-TZVPD def2/J DEFGRID3
* xyz -2 1
Rh -1.122 -1.509 0.396
C -1.238 -3.849 4.479
C -0.912 -3.319 3.097
S -2.315 -2.799 2.179
C 0.340 -3.305 2.605
C 1.522 -3.862 3.360
S 0.758 -2.709 0.998
H -2.238 -3.517 4.753
H -0.534 -3.482 5.233
H -1.226 -4.946 4.504
H 1.331 -3.935 4.434
H 2.396 -3.227 3.198
H 1.775 -4.865 2.993
C -0.736 -3.548 -3.519
As -0.970 -2.115 -2.123
C 0.756 -1.265 -2.531
C -2.187 -0.912 -3.069
C -2.223 -0.786 -4.456
C -3.071 0.103 -5.095
C -3.911 0.915 -4.338
C -3.907 0.785 -2.958
C -3.079 -0.123 -2.308
As -3.085 -0.386 -0.381
C -3.955 1.238 0.308
C -4.666 -1.558 -0.249
H -0.335 -3.155 -4.460
H -1.685 -4.049 -3.713
H -0.033 -4.272 -3.110
H 0.974 -1.253 -3.603
H 1.525 -1.824 -1.995
H 0.745 -0.248 -2.142
H -1.564 -1.400 -5.061
H -3.083 0.182 -6.176
H -4.557 1.635 -4.826
H -4.567 1.411 -2.365
H -4.983 1.327 -0.048
H -3.392 2.132 0.039
H -3.955 1.143 1.393
H -5.566 -1.067 -0.630
H -4.793 -1.838 0.796
H -4.471 -2.462 -0.826
C -0.304 0.113 1.045
Ge 1.299 1.090 0.767
C 1.273 2.603 2.074
C 2.199 3.647 2.100
C 2.109 4.669 3.035
C 1.083 4.671 3.972
C 0.148 3.641 3.958
C 0.247 2.625 3.019
C 1.176 2.027 -1.001
C 2.195 2.400 -1.878
C 1.910 2.963 -3.117
C 0.597 3.177 -3.509
C -0.434 2.825 -2.643
C -0.140 2.257 -1.415
C 3.078 0.231 1.065
C 3.311 -0.300 2.335
C 4.496 -0.946 2.641
C 5.489 -1.081 1.676
C 5.267 -0.580 0.402
C 4.071 0.062 0.101
H 3.006 3.662 1.372
H 2.838 5.473 3.041
H 1.015 5.467 4.706
H -0.659 3.637 4.683
H -0.480 1.815 2.988
H 3.232 2.260 -1.597
H 2.722 3.225 -3.789
H 0.376 3.606 -4.480
H -1.467 2.979 -2.937
H -0.945 1.943 -0.754
H 2.530 -0.218 3.085
H 4.648 -1.367 3.629
H 6.420 -1.585 1.912
H 6.031 -0.691 -0.362
H 3.901 0.412 -0.911
*
```

Mulliken population analysis, charges in e, atoms 1 to 5: -0.410 -1.558 0.841 -0.493 0.147

Q: The lowest relative energy (zero: lowest compared OMol25 entry of this formula, charge and spin) belongs to which entry?
A: C33H36N4O5TeV

Q: relative energy (zero: lowest compared OMol25 entry of this formula, charge and spin) of number 2 (C33H36N4O5TeV)?
A: 0.00 kJ/mol

Please write out number 2 again, unchanged.
C33H36N4O5TeV | ωB97M-V/def2-TZVPD

Relative energy (zero: lowest compared OMol25 entry of this formula, charge and spin) ... 0.00 kJ/mol
Lowest unoccupied orbital energy (alpha / beta) ... 2.2330 / 2.2326 eV
HOMO level (alpha / beta) ... -5.05 / -5.26 eV
<S²> ... 2.04
Orbital gap (alpha / beta) ... 7.28 / 7.49 eV

ORCA input file:
```
! RIJCOSX wB97M-V def2-TZVPD def2/J DEFGRID3
* xyz -1 3
V -2.625 1.714 -1.111
C -0.983 7.932 0.276
O 0.232 7.452 -0.279
C 0.284 6.137 -0.611
C 1.468 5.720 -1.241
C 1.584 4.411 -1.637
C 0.556 3.477 -1.432
C 0.628 2.129 -2.007
C 1.975 1.596 -2.444
O -0.358 1.419 -2.174
C -0.601 3.901 -0.740
O -1.547 3.062 -0.406
C -0.735 5.244 -0.352
H -0.859 9.006 0.382
H -1.170 7.487 1.256
H -1.830 7.720 -0.379
H 2.254 6.441 -1.416
H 2.490 4.103 -2.142
H 2.379 2.188 -3.267
H 1.846 0.568 -2.775
H 2.690 1.637 -1.622
H -1.650 5.522 0.150
N -5.975 0.904 -1.904
C -5.449 2.130 -1.672
O -4.231 2.328 -2.022
C -6.222 3.160 -1.117
C -7.565 2.909 -0.753
N -8.648 2.620 -0.475
C -5.636 4.433 -0.909
N -5.156 5.470 -0.742
H -5.294 0.163 -1.979
H -6.860 0.676 -1.480
C -4.434 -0.684 1.300
C -3.477 -0.949 0.147
O -3.150 -2.107 -0.128
N -3.044 0.137 -0.508
Te -0.058 -2.623 -0.477
C 1.845 -3.450 -0.990
C 1.956 -4.764 -1.457
C 0.792 -5.709 -1.626
C 3.217 -5.273 -1.780
C 4.369 -4.520 -1.651
C 5.720 -5.082 -2.003
C 4.241 -3.211 -1.198
C 3.008 -2.663 -0.877
C 2.962 -1.233 -0.409
C 0.508 -2.116 1.508
C 0.900 -3.112 2.414
C 0.936 -4.575 2.063
C 1.271 -2.744 3.706
C 1.249 -1.426 4.129
C 1.662 -1.047 5.526
C 0.839 -0.458 3.224
C 0.469 -0.774 1.921
C 0.035 0.347 1.018
H -4.518 -1.571 1.925
H -5.419 -0.441 0.894
H -4.110 0.173 1.889
H -0.166 -5.243 -1.413
H 0.903 -6.565 -0.955
H 0.765 -6.097 -2.646
H 3.288 -6.296 -2.139
H 5.651 -6.138 -2.264
H 6.416 -4.985 -1.168
H 6.156 -4.555 -2.854
H 5.129 -2.595 -1.099
H 3.913 -0.737 -0.606
H 2.758 -1.171 0.662
H 2.164 -0.685 -0.912
H 0.056 -4.860 1.483
H 0.971 -5.178 2.971
H 1.811 -4.817 1.457
H 1.572 -3.521 4.402
H 1.775 -1.930 6.156
H 0.925 -0.390 5.991
H 2.616 -0.515 5.522
H 0.805 0.582 3.534
H 0.393 1.306 1.393
H -1.053 0.400 0.952
H 0.389 0.206 -0.004
*
```

Mulliken population analysis, charges in e, atoms 1 to 5: 1.662 -0.811 -0.449 0.934 -1.099

Q: Which value of relative energy (zero: lowest compared OMol25 entry of this formula, charge and spin) does entry 1 give?
A: 171.70 kJ/mol